(1)
C4H6BiO2 | ωB97M-V with the def2-TZVPD basis set

Results
* total charge: +2
* HOMO (spin up / spin down): -16.915 / -18.365 eV
* expectation value of S²: 1.278
* spin multiplicity: 2
* frontier orbital gap (spin up / spin down): 0.1754 / 0.2702 Ha
* ΔE to the lowest compared entry with this formula, charge and spin: 0.609 eV

Cartesian coordinates (Å):
C1 -0.9591 -1.1477 0.3071
O1 -0.9004 -2.3729 -0.2481
H1 -0.4631 -1.1604 1.2805
H2 -0.4527 -2.3614 -1.1017
C2 -2.2508 -0.2078 0.3738
C3 -1.6485 1.1575 0.1823
H3 -3.1146 -0.4237 -0.2656
H4 -1.4910 1.5459 1.2041
H5 -2.2394 1.8073 -0.4806
C4 -0.3183 0.8883 -0.4472
O2 0.7500 0.5553 0.1737
Bi1 2.7946 0.8411 -0.0838
H6 -0.2898 0.8540 -1.5492

---

(2)
C4H6Br2O | ωB97M-V with the def2-TZVPD basis set

Results
* HOMO: -9.644 eV
* spin multiplicity: 1
* frontier orbital gap: 0.3677 Ha
* ΔE to the lowest compared entry with this formula, charge and spin: 1.406 eV

Cartesian coordinates (Å):
C1 0.6105 0.0294 -0.4798
C2 -0.9946 -0.0811 0.4118
C3 0.4883 0.0082 -1.9993
C4 -0.6162 0.0153 1.8794
O1 -2.1613 -0.3337 0.0541
Br1 1.4094 1.7133 0.1208
Br2 1.6255 -1.4778 0.1831
H1 1.5477 0.1997 -2.3627
H2 -0.2053 0.7808 -2.4543
H3 0.1272 -1.0114 -2.2676
H4 -0.7887 -0.9887 2.4154
H5 -1.4737 0.6775 2.3480
H6 0.4311 0.4685 2.1509

---

(3)
C4H6Br2O2P | ωB97M-V with the def2-TZVPD basis set

Results
* total charge: -1
* HOMO: -3.510 eV
* spin multiplicity: 1
* frontier orbital gap: 0.2426 Ha
* ΔE to the lowest compared entry with this formula, charge and spin: 1.759 eV
* SMILES string: [O-][P@@]1(=CBr)CC[C@@H](Br)O1

Cartesian coordinates (Å):
O1 -0.3290 -2.3910 -1.6714
P1 0.3632 -1.5195 -0.6614
C1 2.0251 -2.1227 -0.3245
Br1 3.2429 -0.7415 0.5443
C2 -0.2333 0.2457 -0.7279
C3 -0.7328 0.4694 0.7367
C4 -1.2819 -0.8960 1.2216
Br2 -3.1021 -1.0713 0.4485
O2 -0.3979 -1.8450 0.8424
H1 2.4798 -2.4084 -1.2654
H2 -1.0928 0.5681 -1.4910
H3 0.6404 0.8442 -0.9721
H4 0.1279 0.5480 1.4377
H5 -1.5267 1.2157 0.6656
H6 -1.2927 -0.8159 2.2757

---

(4)
C4H6Br4 | ωB97M-V with the def2-TZVPD basis set

Results
* HOMO (spin up / spin down): -9.239 / -9.000 eV
* spin multiplicity: 1
* frontier orbital gap (spin up / spin down): 0.3004 / 0.2516 Ha
* ΔE to the lowest compared entry with this formula, charge and spin: 4.250 eV

Cartesian coordinates (Å):
C1 -2.4644 0.3444 0.5013
C2 1.8507 -1.9191 -1.2736
C3 -0.1582 1.4663 0.1674
C4 -0.9031 0.4814 0.6394
Br1 3.4305 -1.2390 -0.8648
Br2 -0.8299 3.0822 -0.5315
Br3 0.1155 -1.0271 1.4103
Br4 3.5156 0.5014 1.2113
H1 -2.8002 1.2160 -0.1277
H2 -2.8292 -0.6981 0.2339
H3 -2.8555 0.6969 1.4448
H4 1.5029 -1.6775 -2.2580
H5 1.5564 -2.8417 -0.8031
H6 0.8690 1.6140 0.2502